# 1
Here is a structure of composition C4H5AlO4 from OMol25. Energies are from ωB97M-V with the def2-TZVPD basis set.

XYZ file:
```
14
Properties=species:S:1:pos:R:3:forces:R:3
O 1.903470 0.583149 -0.079211 -2.0 1.0 -0.7
C 2.891895 -0.005999 0.124363 5.2 -3.0 1.0
O 3.867455 -0.574201 0.327915 -2.2 1.4 -0.4
O -1.146546 -0.264029 -0.934618 3.3 0.8 0.2
C -2.396909 0.155226 -0.656623 -2.7 0.7 0.2
C -2.691284 1.423928 0.051251 -0.5 -0.4 0.3
O -1.963327 2.283514 0.578179 0.2 0.3 -0.1
C -0.456210 2.337723 0.560360 -0.6 0.3 -0.2
Al 0.175132 0.760920 -0.445509 -1.9 -0.2 0.2
H -2.990093 -0.562597 -0.033774 0.3 0.0 -0.2
H -3.057412 0.265359 -1.555084 0.4 -0.3 0.1
H -3.763727 1.610818 0.209198 0.2 0.0 -0.1
H -0.238951 2.457625 1.631020 0.3 -0.3 -0.3
H -0.288552 3.330477 0.116684 0.2 -0.3 0.0
```
Positions in Å, forces in eV/Å.

Results
Energy relative to the best compared isomer or geometry (same formula, charge and spin): 0.1597 eV
Kohn-Sham gap: 10.4 eV
Charge: +2

Here is what Löwdin gives for the atomic charges, in e:
1. O 0.272
2. C -0.168
3. O 0.431
4. O -0.066
5. C -0.222
6. C 0.024
7. O 0.056
8. C -0.004
9. Al 0.854
10. H 0.194
11. H 0.191
12. H 0.195
13. H 0.123
14. H 0.119

# 2
Here is a cluster of 15 separate species, C47H121N3O15 in total from OMol25. Energies are from ωB97M-V with the def2-TZVPD basis set.

XYZ file:
```
186
Properties=species:S:1:pos:R:3:forces:R:3
C 18.710503 12.361361 -7.323092 -2.3 0.4 -0.9
C 20.035267 12.604250 -8.014660 0.8 1.6 2.2
O 20.009392 13.771028 -8.917165 -0.4 -1.9 0.5
H 18.379640 13.156689 -6.655200 0.9 0.3 0.3
H 18.454526 11.445900 -6.789708 1.1 -0.3 -0.1
H 17.860353 12.438549 -8.000893 0.1 -0.3 -0.8
H 20.655418 11.745494 -8.271671 -0.7 -0.2 -1.2
H 20.615195 12.946304 -7.157470 0.5 0.2 0.2
H 20.938554 13.977573 -9.042052 0.0 0.2 -0.2
C 15.510001 18.210073 -8.230469 0.6 -1.1 0.7
C 16.319935 19.080790 -9.205792 -2.1 1.1 1.5
O 16.431337 20.387718 -8.575924 0.7 -0.4 -0.3
H 14.878332 17.436607 -8.667325 0.0 0.2 -0.5
H 14.886520 18.788913 -7.549058 -0.1 0.4 -0.5
H 16.133020 17.642737 -7.539027 0.4 0.0 0.0
H 15.607396 19.305807 -9.999359 0.8 -0.3 -0.7
H 17.313437 18.715171 -9.465343 -0.4 -0.2 -0.4
H 17.173279 20.316483 -7.970908 0.0 0.2 0.2
C 5.730204 7.772397 3.797307 -0.9 0.6 -1.0
C 5.953837 7.604132 2.282915 -0.7 1.4 0.9
O 6.977054 6.713027 2.094022 1.3 -1.2 -0.8
H 5.529973 6.764245 4.160127 -0.1 0.3 0.5
H 4.901557 8.464658 3.946393 -0.7 -0.5 0.0
H 6.464014 8.317804 4.390723 0.8 -0.6 -0.5
H 6.154806 8.530566 1.744913 0.2 0.6 0.3
H 5.113466 7.203874 1.715752 -0.9 0.1 0.7
H 6.778736 6.440354 1.195176 0.9 -0.7 -0.2
C 8.581667 18.497291 1.346158 -0.9 1.9 -0.7
C 8.276347 19.754192 0.382736 -0.1 -1.3 2.1
O 9.417009 19.906294 -0.343014 2.1 0.7 -2.3
H 8.081819 18.625376 2.306281 -0.4 -0.6 -0.1
H 9.649735 18.489299 1.563564 0.0 0.0 -0.2
H 8.310529 17.627127 0.748330 0.0 -0.2 0.6
H 8.108351 20.711952 0.875253 -0.6 -0.2 0.6
H 7.451693 19.571379 -0.306186 -0.1 -0.2 0.2
H 9.998353 20.526172 0.103508 0.1 -0.1 -0.1
C 7.259836 6.507627 -4.038905 0.3 -1.2 2.0
C 6.768971 5.087052 -3.705958 -1.6 0.0 -1.2
O 6.299164 4.919247 -2.355664 0.7 1.0 -0.3
H 6.515703 7.303749 -4.015394 -0.2 -0.4 -0.3
H 7.818420 6.430966 -4.971751 0.0 0.4 0.2
H 7.874895 6.653512 -3.150913 0.8 0.8 -0.4
H 7.531006 4.363462 -3.995488 0.3 0.0 0.4
H 5.959174 4.942375 -4.421075 -0.5 -0.6 0.1
H 5.823751 4.100721 -2.195661 0.1 -0.1 -0.6
C 15.120272 11.107275 -11.135123 0.3 -0.7 0.9
C 15.097680 12.623465 -11.377132 1.1 -1.0 -0.3
O 16.332750 13.045304 -12.073420 -1.8 -0.2 0.0
H 16.088912 10.714742 -10.825657 0.5 0.3 -0.6
H 14.743145 10.523177 -11.974593 0.3 0.2 -0.2
H 14.557647 10.723214 -10.284224 -0.7 0.6 0.2
H 14.937408 13.219755 -10.478890 0.2 -0.1 0.1
H 14.214586 12.722612 -12.008336 0.4 0.9 -0.4
H 17.056039 13.157602 -11.452262 -0.2 -0.1 0.3
C 4.009418 13.759202 3.348844 0.0 -0.2 1.5
C 4.079731 15.072894 4.092858 0.9 2.5 0.5
O 4.351746 15.072690 5.534931 -0.3 -1.9 -0.4
H 5.000235 13.322247 3.473196 -0.2 -0.5 0.0
H 3.813742 13.810933 2.277799 -0.1 0.6 0.2
H 3.231444 13.159780 3.821665 0.2 -0.4 -0.2
H 3.220906 15.739953 4.018342 -0.3 -0.3 -0.7
H 4.952293 15.602784 3.710817 -0.1 0.3 -0.6
H 4.485461 15.969486 5.850326 -0.1 0.1 -0.4
C 12.712579 4.260086 -1.816154 1.5 -1.3 -0.8
C 14.300766 4.060056 -1.938156 -3.8 0.1 0.8
O 14.761626 5.168528 -1.211787 1.6 0.3 -0.6
H 12.453090 5.266936 -2.143268 0.0 -0.1 0.2
H 12.406125 4.050732 -0.791281 0.1 0.4 0.0
H 12.221843 3.514212 -2.441419 -0.3 0.1 -0.1
H 14.614298 4.085822 -2.981767 0.1 -0.2 0.0
H 14.542394 3.118418 -1.445163 0.4 -0.1 -0.2
H 15.350167 5.537833 -1.874237 0.4 0.8 0.7
C 5.518127 23.551135 -4.595014 0.4 -0.1 -1.7
C 6.798058 23.275054 -3.837999 -0.2 1.5 0.3
O 7.479234 22.122568 -4.252159 -0.4 -1.2 0.1
H 5.834152 23.732401 -5.622325 -0.2 -0.2 -0.4
H 4.987369 24.469949 -4.345675 0.2 -0.1 0.6
H 4.818532 22.716094 -4.632000 0.1 0.0 0.3
H 6.504617 23.345139 -2.790586 0.6 -0.6 0.4
H 7.533321 24.048486 -4.060017 -0.4 0.8 0.3
H 7.843501 21.676740 -3.483955 0.0 -0.1 0.0
C 15.296879 17.621621 2.092806 -0.6 -0.3 -0.2
C 14.647116 16.676828 1.081239 0.6 1.1 1.6
O 15.516092 16.811173 -0.007589 -0.4 -0.4 -1.6
H 16.289424 17.184111 2.200218 0.1 0.5 0.6
H 14.729965 17.736613 3.016645 0.3 -0.2 0.2
H 15.361096 18.596523 1.609542 0.2 0.0 0.1
H 13.638045 17.027991 0.865426 -0.2 -0.4 -0.2
H 14.695896 15.668883 1.493264 -0.5 -0.2 -0.3
H 14.942678 17.039997 -0.742720 0.4 -0.1 -0.4
O 16.971409 6.611218 -7.573604 -0.1 0.1 -0.1
H 17.268829 6.844591 -6.694220 0.1 0.1 0.2
H 17.309888 5.727044 -7.714662 0.1 -0.2 -0.1
O 13.260321 18.748372 -3.704347 0.0 -0.3 0.0
H 14.045026 19.272798 -3.544884 0.2 0.1 0.0
H 12.541518 19.380205 -3.685716 -0.2 0.1 0.0
C -2.729904 18.479559 -4.514093 1.9 -1.3 0.5
C -1.702059 17.218460 -4.327122 0.1 1.3 0.0
C -0.191947 17.840148 -4.495259 -0.5 -0.4 -0.3
C 0.981581 17.068181 -3.877820 -1.3 -1.7 0.9
C 0.524144 16.405989 -2.535507 0.6 1.7 -0.7
C -0.874168 15.737545 -2.477787 1.0 -0.1 0.7
N -1.869469 16.651801 -2.983402 0.3 1.6 0.7
O -3.176911 16.121757 -2.727013 0.4 0.1 -0.9
C -0.858257 14.391019 -3.155499 0.7 -0.3 -0.8
C -1.085019 15.570892 -0.980592 -0.4 -1.3 0.3
C -1.982629 16.186737 -5.397537 -0.2 0.6 -2.1
H -2.354647 19.093395 -5.332930 -0.2 -0.3 -0.3
H -2.606571 19.121199 -3.641636 -0.4 -0.1 0.2
H -3.757713 18.161256 -4.688398 0.1 0.0 0.1
H 0.138518 17.755928 -5.530537 -1.1 0.5 -0.5
H -0.208669 18.904061 -4.258849 0.0 -0.1 0.4
H 1.937323 17.581858 -3.773953 -0.4 0.6 0.3
H 1.240504 16.307086 -4.613893 -0.1 -0.5 0.1
H 0.446477 17.227847 -1.823740 0.0 0.3 0.0
H 1.351164 15.828784 -2.121996 -0.4 -0.7 -0.1
H 0.047666 13.854520 -2.873420 -0.2 -0.3 0.4
H -1.748986 13.788434 -2.977714 0.0 0.1 0.0
H -0.697752 14.541871 -4.223008 -0.3 -0.2 0.0
H -0.473113 14.723697 -0.670877 0.7 0.4 0.3
H -0.865736 16.481972 -0.423868 -0.1 -0.2 0.1
H -2.052231 15.137836 -0.725523 -0.4 0.6 -0.2
H -2.450603 16.725394 -6.221544 -0.8 0.0 0.0
H -2.631097 15.352689 -5.129328 0.2 0.2 0.2
H -1.118639 15.888884 -5.991580 0.5 -0.7 0.8
H -3.547106 16.760564 -2.113435 0.0 0.1 0.1
C 12.950989 11.340352 7.128325 -0.3 0.9 0.1
C 13.178440 12.009716 5.721111 0.1 -0.1 0.9
C 13.796437 13.405799 5.891849 1.2 -0.6 0.0
C 15.286031 13.338001 6.102979 1.7 0.6 -0.1
C 16.091702 12.542489 5.025561 -1.9 0.5 0.9
C 15.464267 11.141139 4.899125 1.3 -2.3 -0.7
N 14.019772 11.080332 4.936819 -0.5 4.1 -1.0
O 13.481075 9.827080 4.847542 -0.1 -1.0 0.0
C 15.936443 10.585378 3.495927 0.4 0.4 0.8
C 16.012284 10.174463 5.984122 0.1 1.0 0.8
C 11.841802 12.358273 5.060189 -0.7 -1.5 0.4
H 13.838147 11.137061 7.728093 0.5 -0.2 -0.7
H 12.378452 10.415790 7.054243 0.0 0.1 -0.1
H 12.459662 12.046184 7.798011 -0.7 0.0 -0.2
H 13.629262 14.088424 5.058681 -0.2 -0.4 -0.5
H 13.334788 13.933172 6.726635 -0.1 -0.3 0.2
H 15.563221 12.971409 7.091350 -0.2 -0.1 0.1
H 15.637013 14.368563 6.049548 0.3 0.1 0.3
H 17.159152 12.501634 5.242339 -0.1 -0.4 0.5
H 16.085395 13.124851 4.104189 -0.5 -0.3 -0.4
H 17.019575 10.677736 3.415921 0.2 0.4 0.1
H 15.814320 9.512397 3.347960 -0.7 0.0 0.0
H 15.496574 11.215143 2.722619 -0.2 -0.3 -0.2
H 17.076359 10.009523 5.814922 -0.1 -0.6 0.0
H 15.931891 10.613752 6.978432 0.3 0.7 0.1
H 15.388844 9.302371 6.181343 0.4 -0.4 -1.0
H 11.189210 12.782895 5.823020 0.0 0.2 0.1
H 11.339732 11.433250 4.776712 -0.1 0.0 -0.3
H 11.879788 13.056335 4.223911 0.3 -0.2 0.0
H 13.368844 9.728191 3.899272 -0.3 -0.4 -0.1
C 7.452454 12.971221 -4.316760 -1.6 -0.8 -0.9
C 8.879053 13.165683 -3.866227 -0.1 -1.1 0.4
C 8.848042 12.712854 -2.371257 -0.9 -0.7 0.3
C 10.184742 12.493087 -1.632255 -1.2 0.2 -0.6
C 10.923119 11.503326 -2.509146 1.9 0.0 -0.1
C 11.092769 11.830298 -4.039547 -0.5 -0.2 2.1
N 9.755739 12.172190 -4.574031 -0.3 -1.3 1.6
O 9.762843 12.240122 -5.953774 -0.1 0.6 -0.3
C 12.128993 12.987213 -4.169753 0.0 -0.6 0.1
C 11.632479 10.497261 -4.623345 0.7 0.7 -1.5
C 9.326563 14.592759 -4.015459 0.8 0.6 0.5
H 6.714491 13.567337 -3.779963 0.3 0.1 0.6
H 7.159854 11.925018 -4.227593 0.1 -0.1 0.5
H 7.123227 13.147335 -5.340805 1.0 0.5 -0.5
H 8.068260 13.281044 -1.864097 0.5 0.9 0.3
H 8.307948 11.766213 -2.354082 0.3 -0.5 -0.4
H 10.072831 12.053407 -0.641173 -0.5 -0.1 0.0
H 10.597603 13.474911 -1.400579 0.8 -0.1 -0.5
H 10.660318 10.460788 -2.329818 -1.5 0.1 -0.4
H 11.933541 11.297161 -2.156102 0.7 0.9 0.1
H 13.087238 12.614042 -3.808334 0.2 -0.1 -0.4
H 12.208603 13.348075 -5.195191 0.2 -0.1 -0.1
H 11.945185 13.858035 -3.540497 -0.4 -0.2 0.0
H 10.934696 9.665964 -4.724173 -0.3 0.5 0.0
H 12.082081 10.732687 -5.587980 -0.6 -0.1 -0.7
H 12.542770 10.074960 -4.197729 -0.1 0.4 1.2
H 8.637168 15.405830 -3.787931 -0.7 -0.5 -0.1
H 9.678970 14.764551 -5.032510 0.3 0.2 0.1
H 10.087267 14.736222 -3.248102 0.6 0.3 -0.5
H 10.246419 13.052035 -6.122717 0.2 0.4 -0.8
```
Positions in Å, forces in eV/Å.

Results
Energy relative to the best compared isomer or geometry (same formula, charge and spin): 1.9458 eV
Kohn-Sham gap: 7.8 eV

These are the Löwdin partial charges, in e, on atoms 1 to 99:
1. C -0.102
2. C -0.288
3. O -0.084
4. H 0.072
5. H 0.075
6. H 0.058
7. H 0.108
8. H 0.093
9. H 0.069
10. C -0.100
11. C -0.268
12. O -0.112
13. H 0.064
14. H 0.071
15. H 0.060
16. H 0.107
17. H 0.111
18. H 0.069
19. C -0.071
20. C -0.369
21. O -0.067
22. H 0.076
23. H 0.064
24. H 0.071
25. H 0.104
26. H 0.108
27. H 0.083
28. C -0.053
29. C -0.327
30. O -0.097
31. H 0.057
32. H 0.059
33. H 0.064
34. H 0.104
35. H 0.104
36. H 0.090
37. C -0.084
38. C -0.325
39. O -0.085
40. H 0.072
41. H 0.077
42. H 0.068
43. H 0.104
44. H 0.097
45. H 0.077
46. C -0.105
47. C -0.263
48. O -0.099
49. H 0.065
50. H 0.069
51. H 0.063
52. H 0.101
53. H 0.101
54. H 0.066
55. C -0.083
56. C -0.307
57. O -0.108
58. H 0.076
59. H 0.077
60. H 0.074
61. H 0.104
62. H 0.097
63. H 0.069
64. C -0.077
65. C -0.302
66. O -0.090
67. H 0.065
68. H 0.066
69. H 0.056
70. H 0.104
71. H 0.100
72. H 0.077
73. C -0.095
74. C -0.353
75. O -0.064
76. H 0.069
77. H 0.074
78. H 0.075
79. H 0.107
80. H 0.108
81. H 0.079
82. C -0.097
83. C -0.336
84. O -0.081
85. H 0.076
86. H 0.068
87. H 0.072
88. H 0.111
89. H 0.105
90. H 0.081
91. O -0.054
92. H 0.026
93. H 0.028
94. O -0.055
95. H 0.027
96. H 0.029
97. C -0.025
98. C -0.421
99. C -0.107

# 3
Here is a structure of composition F2FeN4O12 from OMol25. Energies are from ωB97M-V with the def2-TZVPD basis set.

XYZ file:
```
19
Properties=species:S:1:pos:R:3:forces:R:3
Fe 0.510040 0.147696 -0.478012 2.3 2.7 1.0
N -1.158537 1.761163 -2.615442 -1.4 2.6 -0.1
O -1.322280 2.800920 -1.972649 -0.1 0.3 -0.3
O -0.537534 0.843794 -2.138374 1.0 -2.5 -0.1
O -1.659914 1.667478 -3.775577 0.0 -0.4 -0.5
N 2.029982 -0.900108 2.685974 -1.1 -0.5 2.7
O 1.551839 -0.768270 3.876061 0.1 0.5 0.1
O 2.653291 -1.912491 2.459373 1.9 -2.5 -0.5
O 1.842727 -0.078356 1.846068 -0.7 2.1 -1.6
N -2.418384 1.579900 1.276059 2.6 -0.6 -1.7
O -2.012313 2.702509 0.989674 -0.2 0.1 -0.3
O -3.228987 1.449989 2.182610 -1.9 -0.8 1.6
O -1.947271 0.531857 0.673380 -0.9 1.1 0.7
N 0.566623 -3.040066 -1.025530 -2.4 2.5 -3.6
O 1.104476 -3.390642 -0.080382 3.3 -1.2 6.2
O 0.166217 -1.803538 -1.151473 -0.2 -1.5 -0.7
O 0.355555 -3.886740 -1.911921 -1.0 0.1 -2.1
F 2.670666 0.186009 -1.083805 -1.0 -0.4 -0.2
F 0.833805 2.108896 0.243967 -0.3 -1.5 -0.5
```
Positions in Å, forces in eV/Å.

Results
Kohn-Sham gap (spin up / spin down): 6.4 / 5.6 eV
Multiplicity: 5
Charge: -4

Here is what Löwdin gives for the atomic charges, in e:
1. Fe 0.896
2. N -0.613
3. O -0.037
4. O -0.079
5. O -0.150
6. N -0.676
7. O -0.187
8. O -0.089
9. O -0.019
10. N -0.628
11. O -0.055
12. O -0.132
13. O -0.120
14. N -0.620
15. O 0.055
16. O -0.135
17. O -0.108
18. F -0.700
19. F -0.603